Model one:
The following is a DFT calculation (ωB97M-V with the def2-TZVPD basis set) of the ion C4H6N with charge +1.

Properties
* Kohn-Sham gap (alpha / beta): 8.35 / 7.80 eV
* LUMO energy (alpha / beta): -2.91 / -9.27 eV

ORCA input file:
```
! RIJCOSX wB97M-V def2-TZVPD def2/J DEFGRID3
* xyz 1 3
C -2.501 -0.012 -0.199
C 1.019 -0.785 -0.281
C 1.118 0.693 -0.127
C 0.215 -0.082 0.827
N -1.490 -0.049 0.286
H -3.543 0.020 -0.494
H 0.324 -1.056 -1.140
H 1.910 -1.334 -0.172
H 2.092 1.160 0.340
H 0.680 1.291 -0.977
H 0.176 0.157 1.937
*
```

Model two:
The following is a DFT calculation (ωB97M-V with the def2-TZVPD basis set) of the ion C4H6N with charge +1.

Properties
* Kohn-Sham gap (alpha / beta): 10.74 / 8.08 eV
* LUMO energy (alpha / beta): -3.75 / -7.84 eV

ORCA input file:
```
! RIJCOSX wB97M-V def2-TZVPD def2/J DEFGRID3
* xyz 1 3
C -1.215 -0.197 -0.263
C -2.265 0.084 -0.973
C -0.334 -1.192 0.454
C 1.025 0.831 -0.375
N 0.042 0.273 0.490
H -0.715 -1.515 1.362
H 0.116 -1.915 -0.174
H 0.978 0.212 -1.349
H 0.582 1.861 -0.611
H 1.990 0.907 0.066
H -0.206 0.652 1.371
*
```

Pick model two: it beats the second-best structure by 21.7 kcal/mol.

Model one:
The following is a DFT calculation (ωB97M-V with the def2-TZVPD basis set) of a cluster of 3 separate species, H6O3 in total.

Properties
* Kohn-Sham gap (alpha / beta): 12.45 / 4.26 eV
* LUMO energy (alpha / beta): -4.04 / -11.93 eV

ORCA input file:
```
! RIJCOSX wB97M-V def2-TZVPD def2/J DEFGRID3
* xyz 1 2
O -1.875 -1.635 -1.534
H -1.103 -1.288 -1.086
H -2.533 -1.720 -0.845
O 1.524 1.661 0.734
H 1.546 2.457 0.202
H 1.368 1.973 1.625
O 0.017 -0.658 0.379
H 0.599 -0.814 -0.364
H 0.457 0.023 0.889
*
```

Model two:
The following is a DFT calculation (ωB97M-V with the def2-TZVPD basis set) of a cluster of 3 separate species, H6O3 in total.

Properties
* Kohn-Sham gap (alpha / beta): 11.55 / 3.77 eV
* LUMO energy (alpha / beta): -4.23 / -12.00 eV

ORCA input file:
```
! RIJCOSX wB97M-V def2-TZVPD def2/J DEFGRID3
* xyz 1 2
O -0.889 -1.433 0.305
H -0.511 -0.646 0.697
H -0.195 -1.779 -0.256
O 0.381 0.843 2.440
H 1.186 1.013 1.950
H 0.171 1.679 2.854
O 0.176 0.201 -2.357
H -0.766 0.337 -2.459
H 0.448 -0.216 -3.175
*
```

Pick model one: it beats the second-best structure by 1.3 kcal/mol.

Model one:
The following is a DFT calculation (ωB97M-V with the def2-TZVPD basis set) of an isolated molecule of C5H9NOS2.

Properties
* Kohn-Sham gap (alpha / beta): 4.84 / 4.84 eV
* LUMO energy (alpha / beta): -1.23 / -1.23 eV

ORCA input file:
```
! RIJCOSX wB97M-V def2-TZVPD def2/J DEFGRID3
* xyz 0 1
C 0.522 -0.100 -0.082
C 2.031 -0.065 -0.487
C -1.546 0.493 -0.928
C 2.743 0.894 0.498
C -2.320 -1.389 0.989
N -0.393 0.923 -0.540
O -0.064 -1.361 -0.386
S 2.649 -1.731 -0.200
S -1.596 -1.286 -0.727
H 0.464 0.092 1.057
H 1.923 0.392 -1.578
H -2.270 0.979 -1.403
H 2.730 0.446 1.432
H 2.185 1.813 0.575
H 3.775 1.108 0.080
H -2.373 -0.390 1.186
H -1.640 -1.899 1.649
H -3.371 -1.930 0.895
*
```

Model two:
The following is a DFT calculation (ωB97M-V with the def2-TZVPD basis set) of an isolated molecule of C5H9NOS2.

Properties
* Kohn-Sham gap: 6.26 eV
* LUMO energy: -0.54 eV

ORCA input file:
```
! RIJCOSX wB97M-V def2-TZVPD def2/J DEFGRID3
* xyz 0 1
C 0.577 0.833 0.648
C 0.228 -0.080 -0.621
C -2.162 -0.063 -0.183
C 2.018 1.277 0.559
C 0.691 -1.504 -0.319
N -0.231 1.058 1.527
O -1.121 0.058 -0.988
S -3.455 1.081 -0.454
S -2.699 -1.516 0.632
H 0.759 0.309 -1.496
H 2.678 0.417 0.653
H 2.223 1.971 1.369
H 2.209 1.767 -0.394
H 0.468 -1.784 0.710
H 1.768 -1.571 -0.456
H 0.219 -2.206 -1.006
H -2.667 2.038 -0.941
H -1.504 -2.086 0.761
*
```

Pick model two: it beats the second-best structure by 34.7 kcal/mol.